Computed, not measured: a cluster of 7 separate species, C44H45BCl2F48N2O9 in total at a distorted geometry, with the ωB97M-V functional and the def2-TZVPD basis.

Geometry as XYZ:
```
151
Properties=species:S:1:pos:R:3:forces:R:3:lowdin_charge:R:1
C 3.11187 -2.87322 1.02225 0.327 -0.778 -0.027 -0.0632
C 2.87340 -4.06137 0.05032 0.929 1.438 0.425 -0.2704
O 2.27270 -5.11061 0.78854 -0.664 0.175 -1.113 -0.1971
C 1.37370 -5.87606 -0.02963 0.013 -0.615 0.833 -0.1867
C 0.43617 -6.68477 0.89637 -0.327 -0.329 -0.380 -0.1584
C -0.93352 -7.01843 0.20165 0.540 -0.186 0.173 -0.1914
C -2.12250 -6.80198 1.17717 0.827 0.870 -0.771 -0.1632
C -2.24995 -5.24784 1.43382 0.043 -1.172 1.093 -0.1646
C -3.71581 -4.72107 1.41968 0.870 0.256 1.070 -0.2045
C -3.84819 -3.68021 2.50929 0.774 -5.162 -5.817 -0.2097
N -4.10309 -2.91054 3.25631 -1.211 4.596 4.660 0.1967
C -4.28630 -4.22417 0.03359 -2.122 0.352 0.337 -0.2253
C -5.68203 -4.83348 -0.07172 6.276 2.524 0.447 -0.2629
N -6.69906 -5.26274 -0.18120 -4.991 -2.448 -0.543 0.1978
B -3.52716 -4.76808 -1.29013 0.873 0.424 -0.460 -0.6483
O -3.38755 -6.09372 -1.60958 -1.049 0.378 0.098 0.1893
O -3.00397 -3.85279 -2.19073 -1.034 -0.378 0.210 0.1348
C -4.53336 -2.68395 -0.01052 -0.552 -1.069 -0.119 -0.5885
Cl -6.20222 -2.08030 -0.09776 0.773 -0.532 0.058 0.7622
C -3.59347 -1.77105 0.04187 0.306 1.556 0.144 -0.6648
C -3.88164 -0.27321 0.02455 1.620 -0.290 -0.516 -0.1213
Cl -1.89632 -2.21267 0.18369 -0.709 0.237 -0.046 0.8078
H 3.93567 -3.14790 1.70473 -0.448 0.143 -0.057 0.0713
H 2.19321 -2.71266 1.60788 0.368 0.187 -0.221 0.0790
H 3.43470 -1.96092 0.49792 -0.327 -0.306 0.073 0.0749
H 2.25705 -3.69282 -0.78830 -0.090 -0.471 0.287 0.1133
H 3.85689 -4.36018 -0.36440 -0.474 -0.157 0.045 0.1220
H 0.76242 -5.21827 -0.67395 0.379 -0.062 0.190 0.1147
H 1.98319 -6.56416 -0.64684 -0.414 0.308 -0.067 0.1359
H 0.23756 -6.12568 1.82564 0.163 -0.011 -0.452 0.0931
H 0.92774 -7.62665 1.18901 -0.145 0.410 0.046 0.1169
H -0.90326 -8.05919 -0.16436 -0.112 0.407 0.059 0.1149
H -1.00117 -6.35387 -0.67646 -0.377 -0.375 0.257 0.0918
H -1.84206 -7.31824 2.11069 -0.517 0.151 -0.256 0.1189
H -3.06769 -7.20385 0.77975 0.398 -0.040 0.178 0.1015
H -1.89388 -5.11906 2.47252 -0.103 0.283 -0.465 0.1208
H -1.54169 -4.68590 0.81258 -0.535 -0.114 -0.017 0.0693
H -4.34620 -5.55611 1.76902 0.213 0.300 -0.164 0.1503
H -4.12381 -6.62041 -1.26545 0.356 -0.192 0.115 0.1194
H -3.32103 -4.14270 -3.06015 0.717 -0.033 -0.108 0.1214
H -3.95452 0.13818 1.04106 -0.348 -0.220 -0.295 0.1005
H -4.71975 -0.01619 -0.62859 0.014 -0.131 0.501 0.0405
H -2.98540 0.18503 -0.42227 -0.426 -0.019 0.184 0.0360
F 1.40912 -5.42295 6.91417 0.042 0.173 0.076 0.0944
C 1.85241 -4.29966 7.51215 -0.415 0.007 0.539 -0.2976
F 0.75856 -3.63085 7.95659 0.156 0.143 -0.075 0.0935
C 2.64547 -3.41213 6.55333 0.092 0.019 -0.842 -0.4283
F 1.85769 -2.96854 5.54930 -0.104 -0.071 0.140 0.1328
F 3.02712 -2.30197 7.25459 0.010 -0.182 0.293 0.0971
C 3.92689 -4.02340 5.95717 0.650 0.203 -0.059 -0.0466
O 3.82422 -4.57350 4.64934 -0.832 -0.398 0.235 0.0461
C 3.37860 -5.88178 4.51378 0.887 0.459 0.568 -0.5175
F 3.31695 -6.48484 5.71876 -0.102 -0.270 -0.245 0.1369
F 4.32635 -6.53689 3.80824 -0.246 -0.095 -0.212 0.1500
C 2.05918 -5.96051 3.74945 -0.344 0.138 -0.589 -0.2819
F 1.08533 -5.25633 4.37231 0.116 -0.030 0.015 0.0913
F 1.63542 -7.24939 3.68111 0.265 -0.081 0.191 0.0883
H 2.45787 -4.57368 8.38090 0.092 0.032 -0.066 0.1748
H 4.62284 -3.19790 5.83875 -0.166 0.061 -0.097 0.1112
H 4.42059 -4.70629 6.64916 -0.269 -0.092 0.050 0.1499
H 2.17660 -5.56340 2.73367 0.186 -0.109 0.289 0.1374
F -5.99329 4.72422 -1.91287 -0.125 0.126 -0.107 0.0911
C -6.88357 5.32478 -2.72872 0.404 0.497 -0.209 -0.2980
F -6.77759 6.65993 -2.51496 -0.213 -0.062 -0.025 0.0950
C -8.31605 4.86953 -2.44848 -0.388 -0.267 0.611 -0.4395
F -8.70024 5.23251 -1.20487 0.182 0.054 -0.038 0.1329
F -9.12906 5.54392 -3.31034 0.278 -0.050 -0.268 0.1078
C -8.60271 3.37155 -2.64940 -0.591 -0.391 -0.440 -0.0388
O -8.59024 2.54940 -1.48665 0.807 0.526 0.292 0.0509
C -7.37162 2.05574 -1.04952 -0.806 -0.203 -1.065 -0.5211
F -6.41443 2.28757 -1.96766 0.296 -0.146 0.336 0.1203
F -7.51059 0.71044 -0.99335 0.161 0.028 0.420 0.1155
C -6.99441 2.58665 0.33435 0.082 0.137 0.659 -0.2702
F -6.91906 3.93144 0.33456 -0.089 -0.155 -0.071 0.1046
F -5.77926 2.11311 0.69856 -0.068 -0.147 -0.203 0.0944
H -6.60623 5.12476 -3.76772 -0.080 -0.088 0.005 0.1736
H -9.63237 3.31113 -3.00191 -0.024 0.137 0.159 0.1504
H -8.00435 2.94398 -3.45501 0.217 0.157 0.122 0.1426
H -7.73257 2.28089 1.07941 -0.047 -0.111 -0.126 0.1798
F 1.60188 2.72278 -1.72000 0.074 0.190 -0.014 0.0959
C 1.94484 3.98116 -2.06383 0.653 -0.209 -0.325 -0.2978
F 3.25691 4.13006 -1.75328 -0.353 0.048 0.460 0.0866
C 1.11035 5.02513 -1.32100 -0.445 -0.097 0.703 -0.4291
F 1.34115 4.96503 0.00827 0.128 -0.094 -0.102 0.1355
F 1.54555 6.25560 -1.72757 0.046 -0.114 -0.329 0.0950
C -0.40674 4.98761 -1.57380 -0.539 0.593 -0.247 -0.0415
O -1.20315 4.31584 -0.60730 0.675 -0.692 0.059 0.0501
C -1.35334 2.94126 -0.72036 -0.363 0.915 -0.770 -0.5259
F -0.85767 2.50795 -1.89478 -0.135 -0.350 0.218 0.1390
F -2.68263 2.70346 -0.75482 0.062 -0.202 0.288 0.1423
C -0.75383 2.19800 0.47484 0.194 -0.274 0.601 -0.2701
F 0.56171 2.46061 0.60636 -0.143 0.067 -0.060 0.1015
F -0.88162 0.85911 0.30468 -0.081 0.163 -0.176 0.0660
H 1.84144 4.09296 -3.14708 -0.092 0.088 0.025 0.1722
H -0.74233 6.02332 -1.51635 0.123 -0.004 0.162 0.1507
H -0.64704 4.67053 -2.58920 0.209 -0.205 0.049 0.1480
H -1.25434 2.48548 1.40235 -0.136 0.068 -0.119 0.1803
F 6.65937 -0.33636 8.21332 -0.070 -0.167 -0.140 0.0996
C 6.06414 -1.00766 7.20903 -0.481 -0.226 0.441 -0.2973
F 5.90046 -2.28952 7.63476 0.164 0.015 -0.213 0.0840
C 6.89952 -0.98831 5.92934 0.821 0.118 -0.138 -0.4332
F 8.07264 -1.63154 6.11377 -0.130 -0.031 0.143 0.1353
F 6.21477 -1.70650 4.98991 -0.323 0.133 0.133 0.1005
C 7.17209 0.39634 5.31663 -0.121 0.306 -0.754 -0.0435
O 8.42678 0.99435 5.61259 -0.091 -0.298 0.910 0.0461
C 8.54978 1.71533 6.79296 -0.694 0.210 -0.993 -0.5288
F 7.34361 1.88998 7.36538 0.281 0.173 0.254 0.1405
F 8.99063 2.94354 6.44660 0.261 -0.062 0.223 0.1490
C 9.56250 1.08381 7.74869 0.495 -0.221 0.371 -0.2804
F 9.20956 -0.17805 8.06775 0.014 0.120 -0.126 0.0979
F 9.61820 1.79196 8.90041 -0.116 0.158 -0.165 0.1008
H 5.07164 -0.58124 7.03759 0.032 0.009 -0.105 0.1709
H 7.20262 0.24166 4.23791 0.109 -0.166 0.061 0.1502
H 6.34454 1.08799 5.47782 0.002 -0.113 0.272 0.1475
H 10.55710 1.06115 7.29747 -0.075 0.099 -0.112 0.1765
F 6.49183 7.32586 -5.67486 0.076 0.199 -0.043 0.0924
C 6.74484 8.61434 -5.98235 0.624 -0.107 -0.249 -0.3001
F 8.03820 8.85306 -5.65312 -0.138 0.173 0.044 0.0957
C 5.83262 9.57499 -5.22021 -0.403 0.007 0.689 -0.4419
F 6.05751 9.49549 -3.89071 0.117 -0.117 -0.105 0.1337
F 6.18119 10.84036 -5.59097 0.048 -0.138 -0.364 0.1057
C 4.32364 9.43511 -5.48670 -0.559 0.549 -0.218 -0.0450
O 3.57105 8.68189 -4.54433 0.663 -0.667 0.021 0.0476
C 3.52086 7.30415 -4.69427 -0.320 0.941 -0.687 -0.5222
F 4.05211 6.93990 -5.87703 -0.151 -0.369 0.180 0.1396
F 2.20938 6.97176 -4.74572 0.054 -0.248 0.246 0.1401
C 4.16365 6.57340 -3.51612 0.280 -0.276 0.638 -0.2796
F 5.45703 6.92434 -3.36766 -0.159 0.048 -0.095 0.1047
F 4.12977 5.23524 -3.72626 -0.049 0.293 -0.597 0.0893
H 6.63978 8.75027 -7.06264 -0.098 0.047 0.026 0.1738
H 3.91425 10.44207 -5.40509 0.127 0.000 0.170 0.1492
H 4.11323 9.12855 -6.51189 0.219 -0.190 0.049 0.1454
H 3.63988 6.79822 -2.58640 -0.123 0.061 -0.107 0.1607
F -5.60287 0.68619 -5.54331 0.109 0.075 0.147 0.0938
C -5.01968 0.97781 -4.36158 -0.430 0.460 0.197 -0.2969
F -4.94382 2.33259 -4.28899 0.201 -0.062 0.048 0.0860
C -3.62291 0.37155 -4.23468 0.584 -0.231 -0.476 -0.4287
F -2.78635 0.89710 -5.15816 -0.166 0.090 -0.021 0.1338
F -3.13194 0.74494 -3.01942 -0.384 -0.040 0.087 0.1046
C -3.54131 -1.16366 -4.29218 0.373 -0.502 0.567 -0.0444
O -3.19144 -1.74595 -5.54268 -0.592 0.569 -0.461 0.0467
C -4.20046 -1.96629 -6.46972 0.205 -0.420 1.124 -0.5290
F -5.40743 -1.76447 -5.90840 -0.076 -0.104 -0.405 0.1420
F -4.14293 -3.27750 -6.79268 0.023 0.087 -0.320 0.1449
C -4.00355 -1.13980 -7.74077 0.130 0.283 -0.581 -0.2802
F -3.97565 0.17953 -7.46356 0.046 -0.163 0.055 0.0988
F -5.03027 -1.35207 -8.59641 -0.018 -0.194 0.164 0.1007
H -5.66796 0.63283 -3.55185 0.093 -0.093 0.021 0.1603
H -2.71739 -1.44086 -3.63314 0.059 0.147 -0.070 0.1454
H -4.42156 -1.63818 -3.85574 -0.137 0.215 -0.119 0.1441
H -3.06763 -1.40930 -8.23555 -0.004 -0.124 0.111 0.1768
```
Forces are in eV/Å.

Output
Calculated total energy ... -8229.14148 Eh
Kohn-Sham gap ... 0.357 Ha
2S+1 ... 1
E_LUMO ... 0.1 eV
HOMO ... -9.6 eV
Molecular weight ... 1739.47 g mol⁻¹

=====

Computed, not measured: a structure of composition C44H47CaF6Ge2NO2PS at a distorted geometry, with the ωB97M-V functional and the def2-TZVPD basis.

Geometry as XYZ:
```
105
Properties=species:S:1:pos:R:3:forces:R:3:mulliken_spin:R:1
Ca -0.84032 0.06343 -1.01017 -0.820 0.830 -0.492 -0.0267
O -1.34072 2.86343 0.95643 0.119 0.196 0.168 -0.0007
C -1.96372 1.79433 1.03793 -0.264 0.882 0.362 -0.0004
O -1.41252 0.65733 0.91153 -0.115 0.240 1.031 -0.0166
C -3.44902 1.88613 1.22963 -0.332 -0.190 -0.270 0.0005
C -3.95152 2.79583 2.14613 -0.034 0.142 0.187 -0.0001
C -5.31552 2.95313 2.32843 0.094 0.182 0.184 0.0000
C -6.19162 2.23293 1.52763 -0.147 0.092 0.103 0.0000
C -5.71042 1.36523 0.57913 0.039 -0.011 0.022 0.0000
C -4.33272 1.14633 0.41683 0.143 0.215 0.324 0.0002
S -3.81752 0.02393 -0.77307 0.024 -0.798 -0.872 0.0003
H -3.24422 3.38323 2.71843 0.005 0.032 0.046 0.0000
H -5.70252 3.64213 3.06783 0.053 0.063 0.052 0.0000
H -7.26032 2.36623 1.63983 -0.087 0.017 0.011 0.0000
H -6.38942 0.83773 -0.07437 -0.021 -0.119 -0.046 0.0000
C 3.82078 -1.10037 1.75013 -0.174 0.004 0.083 0.0020
C 2.50528 -0.80497 1.04643 -0.601 0.237 0.177 0.0118
Ge 1.05478 -0.17927 2.31993 0.656 -0.158 0.380 0.0068
C 1.33588 1.80933 2.59993 -0.359 -0.685 -0.144 -0.0011
C 2.25038 2.21753 3.74283 -0.014 -0.211 -0.051 0.0000
C 1.27838 -1.29377 3.97953 -0.071 0.382 -0.460 0.0000
C 0.15328 -2.00907 4.14013 -0.423 0.563 -1.083 0.0002
Ge -1.06772 -1.43037 2.57033 0.101 -0.218 0.337 0.0015
C -1.39412 -2.84167 1.14493 0.235 0.585 0.439 0.0007
C -1.80722 -4.25937 1.51613 0.073 0.120 0.087 0.0002
C -2.82692 -0.62527 3.15833 0.739 -0.252 -0.279 0.0000
C -3.61162 -1.40267 4.19673 0.188 0.000 0.019 0.0001
C -0.11862 -2.95967 5.20243 -0.069 -0.458 0.524 0.0000
C 0.68858 -3.06177 6.34043 -0.061 0.013 -0.091 0.0000
C 0.37428 -3.94317 7.35433 0.079 -0.074 0.154 0.0000
C -0.74852 -4.75097 7.25883 -0.103 -0.122 0.058 0.0000
C -1.55002 -4.67497 6.13033 -0.076 -0.174 0.143 0.0000
C -1.23882 -3.78887 5.11953 0.223 0.181 -0.063 0.0000
H 4.61928 -1.27017 1.02623 0.084 -0.038 -0.012 -0.0002
H 3.72538 -1.98457 2.37763 0.102 -0.081 0.136 0.0002
H 4.11278 -0.26647 2.38623 0.160 0.078 0.114 -0.0006
H 2.15858 -1.69677 0.51893 -0.029 0.063 -0.080 -0.0005
H 2.64738 -0.02537 0.29943 -0.118 -0.042 -0.061 -0.0086
H 0.35378 2.25763 2.72993 -0.075 0.021 -0.112 -0.0005
H 1.72548 2.18483 1.65493 -0.082 0.023 -0.146 -0.0004
H 1.89688 1.80623 4.68663 0.036 -0.015 0.168 0.0000
H 2.28388 3.30503 3.83553 0.046 0.056 0.050 0.0000
H 3.26598 1.86173 3.57803 0.162 -0.022 0.085 0.0000
H 2.14048 -1.40087 4.62723 0.187 -0.038 0.242 0.0000
H -0.46562 -2.89517 0.56843 -0.079 0.070 -0.031 0.0014
H -2.16422 -2.40597 0.50633 0.034 0.089 -0.090 0.0004
H -1.07062 -4.73287 2.16653 -0.026 -0.076 0.066 0.0000
H -1.89132 -4.85807 0.60693 -0.038 -0.072 0.015 0.0000
H -2.77752 -4.27437 2.01213 -0.067 -0.060 0.100 0.0000
H -3.40912 -0.54147 2.24363 0.044 0.047 -0.133 0.0000
H -2.62982 0.39063 3.50023 0.056 0.023 0.014 0.0000
H -3.87982 -2.38107 3.80383 -0.105 -0.206 0.075 0.0000
H -4.53362 -0.87957 4.45333 -0.093 0.011 0.045 0.0000
H -3.02842 -1.54457 5.10523 -0.047 -0.082 0.160 0.0000
H 1.56558 -2.43587 6.42953 0.010 0.069 -0.004 0.0000
H 1.00908 -4.00167 8.22993 0.009 -0.003 0.043 0.0000
H -1.00072 -5.43187 8.06083 0.001 -0.049 0.037 0.0000
H -2.42362 -5.30667 6.04013 -0.057 -0.031 0.012 0.0000
H -1.86072 -3.71397 4.24013 -0.105 -0.038 -0.055 0.0000
F -1.14892 -1.88647 -1.70037 -0.231 -1.153 -0.386 -0.0039
P -1.43292 -2.18507 -3.30827 -0.555 -1.071 -1.550 0.0019
F -2.80232 -1.34057 -3.24787 0.325 -0.162 0.255 0.0001
F -2.23002 -3.53087 -2.88377 0.215 0.389 0.015 -0.0001
F -0.65062 -0.81017 -3.69617 -0.108 -0.301 0.493 0.0055
F -1.67172 -2.50617 -4.87757 0.142 0.046 0.296 0.0001
F -0.04432 -3.02047 -3.32577 -0.157 0.326 -0.053 0.0002
C 1.24638 0.46993 -1.79597 0.828 0.247 0.123 0.4130
C 2.24318 0.41123 -2.50657 0.979 0.148 -0.457 -0.0318
C 3.37488 0.35543 -3.32807 -0.838 -0.055 0.417 0.1492
C 4.62478 0.87013 -2.86967 0.756 0.248 0.306 -0.0172
C 4.68768 1.76363 -1.77897 -0.267 -0.170 -0.222 0.1236
C 5.88618 2.29903 -1.37077 0.316 0.153 0.098 -0.0741
C 7.07228 1.96423 -2.01597 0.052 -0.002 0.030 0.1380
C 7.04018 1.02633 -3.03967 0.362 0.136 0.090 -0.0707
C 5.84878 0.47793 -3.45017 -0.290 -0.111 -0.006 0.1155
C 3.20948 -0.22427 -4.64127 -0.021 -0.305 -0.737 0.0651
C 3.94668 0.20083 -5.75777 -0.068 0.079 0.141 0.0884
C 3.72728 -0.35397 -7.00187 0.065 -0.022 -0.273 -0.0526
C 2.76008 -1.33127 -7.18097 -0.029 -0.060 -0.074 0.0930
C 2.00518 -1.74687 -6.09227 0.001 -0.093 -0.179 -0.0570
C 2.22968 -1.20747 -4.84507 0.185 0.139 0.191 0.0737
H 3.76388 2.03103 -1.28347 -0.053 0.013 -0.002 0.0226
H 5.91218 2.99393 -0.54057 -0.057 0.036 0.014 -0.0036
H 8.00978 2.41453 -1.71807 0.036 -0.005 0.069 0.0135
H 7.96418 0.71583 -3.51497 -0.001 -0.009 0.003 -0.0031
H 5.85368 -0.29137 -4.20957 -0.024 0.046 -0.037 0.0082
H 4.66628 1.00223 -5.66017 0.020 -0.002 0.053 0.0025
H 4.31208 -0.01247 -7.84907 -0.023 0.032 -0.004 -0.0015
H 2.59028 -1.75457 -8.16327 -0.017 -0.016 -0.012 0.0085
H 1.23368 -2.49357 -6.21237 -0.079 -0.064 0.011 -0.0013
H 1.65278 -1.53587 -3.99757 -0.112 -0.033 0.053 0.0307
N -1.83492 2.33793 -1.86467 0.456 -0.374 0.373 -0.0029
C -2.17572 3.26673 -2.82267 -0.045 0.349 -0.510 0.0002
C -2.44962 2.86363 -4.13307 -0.015 -0.129 0.164 0.0002
C -2.79552 3.79663 -5.08747 -0.052 0.110 -0.059 0.0001
C -2.87242 5.14443 -4.76497 -0.103 0.138 -0.183 0.0003
C -2.60102 5.55133 -3.46937 0.037 0.087 -0.075 -0.0001
C -2.24152 4.62823 -2.50907 0.013 -0.226 0.124 -0.0001
H -2.47302 1.53513 -1.81907 -0.653 0.359 -0.027 0.0002
H -1.70902 2.74943 -0.94177 -0.056 0.070 -0.112 -0.0041
H -2.38832 1.81083 -4.37767 0.016 -0.042 -0.016 -0.0002
H -3.01352 3.47503 -6.09647 0.007 -0.057 -0.077 0.0000
H -3.14912 5.87143 -5.51657 -0.027 0.032 -0.053 0.0000
H -2.68632 6.59683 -3.20137 0.056 0.053 0.009 0.0000
H -2.03602 4.93683 -1.49327 0.005 0.020 0.100 0.0001
```
Forces are in eV/Å.

Output
Calculated total energy ... -8080.61457 Eh
Energy relative to the best compared isomer or geometry (same formula, charge and spin) ... 135.1 kJ/mol
Expectation value of S² ... 0.787
Kohn-Sham gap (spin up / spin down) ... 0.223 / 0.216 Ha
2S+1 ... 2
E_LUMO (spin up / spin down) ... 4.0 / 3.6 eV
HOMO (spin up / spin down) ... -2.1 / -2.2 eV
Molecular weight ... 984.19 g mol⁻¹
Charge ... -2